{
  "formula": "C34H32F2MnN2O5P",
  "method": "ωB97M-V/def2-TZVPD",
  "energy_ha": -3492.593635,
  "multiplicity": 6,
  "max_force_ev_per_a": 1.18,
  "s_squared": 8.910,
  "total_charge": -1,
  "orbital_gap_ev": [4.757, 6.497],
  "species": ["Mn", "C", "O", "C", "C", "C", "C", "C", "C", "O", "C", "O", "C", "H", "H", "H", "H", "H", "H", "H", "H", "H", "O", "C", "C", "C", "C", "C", "C", "C", "P", "C", "C", "C", "C", "C", "C", "C", "C", "C", "C", "C", "C", "H", "H", "H", "H", "H", "H", "H", "H", "H", "H", "H", "H", "H", "H", "N", "C", "N", "C", "C", "O", "C", "C", "H", "H", "H", "H", "H", "H", "H", "H", "F", "C", "F", "H"],
  "positions_angstrom": [[0.869, -1.383, -0.270], [-3.024, -2.938, -5.762], [-2.883, -4.132, -5.019], [-2.134, -4.072, -3.894], [-1.924, -5.312, -3.254], [-1.197, -5.352, -2.102], [-0.637, -4.191, -1.521], [0.056, -4.218, -0.273], [0.307, -5.484, 0.502], [0.501, -3.187, 0.276], [-0.815, -2.929, -2.202], [-0.301, -1.832, -1.807], [-1.601, -2.917, -3.385], [-3.545, -3.214, -6.676], [-2.051, -2.510, -6.014], [-3.614, -2.194, -5.221], [-2.345, -6.207, -3.689], [-1.046, -6.311, -1.628], [-0.201, -6.357, 0.106], [0.008, -5.318, 1.536], [1.384, -5.660, 0.503], [-1.741, -1.955, -3.858], [4.045, -0.363, -1.614], [3.195, 0.311, -1.058], [3.166, 1.571, -0.302], [3.981, 2.411, 0.389], [3.522, 3.403, 1.278], [2.253, 3.534, 1.853], [1.143, 2.681, 1.788], [0.937, 1.596, 0.941], [-0.298, 0.333, 1.168], [-1.909, 1.205, 1.401], [-2.361, 1.668, 2.637], [-3.548, 2.380, 2.730], [-4.305, 2.633, 1.596], [-3.870, 2.168, 0.362], [-2.684, 1.460, 0.267], [-0.125, -0.380, 2.858], [-0.865, -1.536, 3.109], [-0.776, -2.182, 4.331], [0.056, -1.677, 5.320], [0.797, -0.531, 5.077], [0.715, 0.112, 3.849], [5.056, 2.310, 0.253], [4.272, 4.104, 1.634], [2.150, 4.358, 2.554], [0.365, 2.880, 2.526], [-1.782, 1.465, 3.528], [-3.886, 2.741, 3.694], [-5.236, 3.182, 1.673], [-4.461, 2.363, -0.525], [-2.340, 1.089, -0.693], [-1.501, -1.932, 2.324], [-1.342, -3.090, 4.506], [0.140, -2.186, 6.272], [1.452, -0.137, 5.845], [1.328, 0.981, 3.648], [1.803, 0.148, -0.981], [1.660, 1.533, -0.375], [1.125, 2.488, -1.335], [-0.082, 3.257, -1.182], [0.239, 4.750, -1.154], [0.984, 5.147, -2.297], [2.181, 4.387, -2.415], [1.872, 2.897, -2.501], [-0.583, 2.989, -0.257], [-0.761, 3.060, -2.029], [0.810, 4.968, -0.242], [-0.679, 5.343, -1.164], [2.822, 4.561, -1.540], [2.683, 4.747, -3.316], [2.799, 2.334, -2.584], [1.273, 2.713, -3.406], [3.180, -2.270, 0.351], [2.334, -1.459, 1.126], [2.054, -2.221, 2.248], [2.938, -0.626, 1.490]],
  "forces_ev_per_a": [[0.3, 0.7, -0.5], [-0.1, 0.1, -0.1], [0.0, 0.0, -0.1], [0.1, 0.2, 0.1], [0.0, -0.3, 0.2], [-0.1, 0.0, -0.1], [0.1, 0.3, 0.0], [-0.1, 0.0, -0.1], [-0.1, 0.0, -0.1], [-0.2, -1.0, 0.4], [0.1, -0.2, 0.2], [-0.3, 0.1, -0.3], [-0.1, 0.1, -0.2], [0.0, 0.0, 0.0], [0.0, 0.0, 0.0], [0.0, 0.0, 0.0], [0.0, 0.0, 0.0], [0.0, 0.0, 0.0], [0.0, 0.0, 0.1], [0.0, 0.0, 0.0], [0.0, 0.0, 0.0], [0.0, 0.0, 0.0], [-0.1, 0.0, 0.2], [0.2, 0.0, -0.2], [-0.2, 0.0, 0.3], [0.0, 0.0, -0.2], [0.1, 0.1, 0.0], [-0.2, 0.0, 0.1], [0.0, 0.0, 0.1], [-0.2, -0.5, -0.2], [0.1, 0.8, 0.7], [-0.2, -0.1, -0.1], [0.1, 0.0, -0.1], [-0.1, 0.1, 0.0], [0.0, 0.0, 0.0], [-0.1, 0.1, 0.0], [0.1, -0.1, 0.1], [-0.1, 0.0, -0.1], [0.0, 0.1, 0.0], [0.0, -0.1, 0.0], [0.0, 0.0, 0.1], [0.0, 0.0, 0.0], [0.0, 0.0, -0.1], [0.0, 0.0, 0.0], [0.0, 0.0, 0.0], [0.0, 0.0, 0.0], [0.0, 0.0, 0.0], [0.0, 0.0, 0.0], [0.0, 0.0, 0.0], [0.0, 0.0, 0.0], [0.0, 0.0, 0.0], [0.0, 0.0, 0.0], [0.0, -0.1, 0.0], [0.0, 0.0, 0.0], [0.0, 0.0, 0.0], [0.0, 0.0, 0.0], [0.0, 0.0, 0.0], [0.1, 0.2, -0.3], [0.1, 0.0, -0.1], [-0.1, 0.1, 0.1], [0.2, 0.1, 0.0], [-0.1, -0.1, 0.0], [0.0, 0.0, -0.1], [0.0, -0.1, 0.0], [-0.1, 0.1, 0.1], [-0.1, 0.0, 0.0], [-0.1, 0.0, 0.1], [0.0, 0.0, 0.0], [0.0, 0.0, 0.0], [0.0, 0.0, 0.0], [0.0, 0.0, 0.0], [0.0, 0.0, 0.0], [0.1, 0.0, 0.0], [-0.1, 0.1, 0.3], [0.7, -0.8, 0.4], [0.0, 0.1, -0.2], [-0.2, 0.3, -0.3]]
}


{
  "formula": "C4H6O3P",
  "method": "ωB97M-V/def2-TZVPD",
  "energy_ha": -723.012969,
  "max_force_ev_per_a": 1.70,
  "smiles": "CC(=O)[PH2]=C=C([O-])O",
  "e_above_lowest_kcal_mol": 71.9,
  "total_charge": -1,
  "orbital_gap_ev": 6.527,
  "species": ["C", "C", "O", "P", "C", "C", "O", "O", "H", "H", "H", "H", "H", "H"],
  "positions_angstrom": [[1.303, -1.041, -1.531], [1.415, -0.113, -0.342], [2.124, 0.869, -0.332], [0.018, -0.356, 1.025], [-1.508, 0.150, 1.507], [-2.280, 1.189, 0.970], [-3.410, 1.481, 1.345], [-1.741, 1.959, -0.077], [2.169, -1.706, -1.522], [1.307, -0.480, -2.466], [0.391, -1.634, -1.442], [0.058, -1.769, 0.953], [0.964, -0.264, 2.085], [-0.811, 1.716, -0.173]],
  "forces_ev_per_a": [[0.2, -0.1, 0.0], [-1.3, 0.6, 0.0], [0.3, -0.2, -0.1], [0.1, -0.7, 1.6], [1.2, -0.1, -0.9], [-0.1, -0.3, 0.4], [-0.1, 0.4, -0.3], [-0.2, 0.4, -0.2], [0.0, -0.1, -0.1], [0.0, 0.0, 0.0], [0.1, 0.0, -0.1], [0.0, -0.1, -0.3], [0.1, 0.2, -0.1], [-0.3, 0.0, 0.1]]
}


{
  "formula": "C2H12O5",
  "method": "ωB97M-V/def2-TZVPD",
  "energy_ha": -459.534946,
  "max_force_ev_per_a": 1.87,
  "smiles": "C=CO.O.O.O.O",
  "e_above_lowest_kcal_mol": 36.9,
  "orbital_gap_ev": 9.501,
  "species": ["C", "C", "O", "H", "H", "H", "H", "O", "H", "H", "O", "H", "H", "O", "H", "H", "O", "H", "H"],
  "positions_angstrom": [[-1.566, 1.973, 0.101], [-2.162, 0.833, 0.433], [-2.236, -0.263, -0.348], [-1.265, 2.793, 0.735], [-1.251, 2.145, -0.927], [-2.852, 0.688, 1.258], [-1.641, -0.242, -1.107], [2.459, 2.241, 0.100], [2.581, 1.470, -0.477], [1.519, 2.068, 0.269], [-0.994, -2.439, -0.541], [-0.905, -2.588, 0.403], [-1.933, -2.415, -0.742], [2.569, -1.051, -1.631], [2.091, -1.117, -0.810], [2.095, -0.920, -2.449], [0.981, -1.279, 1.607], [0.705, -1.125, 2.520], [1.806, -0.772, 1.607]],
  "forces_ev_per_a": [[0.7, 0.4, -0.6], [-0.7, 0.3, -0.3], [-0.8, 0.3, -0.2], [-0.8, -0.1, 0.5], [0.3, -0.5, 0.0], [0.7, 0.1, 0.5], [0.2, 0.2, 0.2], [-0.8, -1.0, -0.3], [0.8, 0.2, -0.2], [0.0, 0.7, 0.4], [0.5, -0.6, -0.6], [-0.1, 0.1, 0.0], [0.0, -0.1, 0.3], [1.9, 0.2, 0.0], [-1.1, -0.2, -0.4], [-0.9, -0.1, 0.4], [0.4, 0.4, 0.5], [-0.3, -0.2, -0.1], [0.0, -0.1, -0.3]]
}